Computed, not measured: an isolated molecule of C25H29N5O5S at a distorted geometry, with ωB97M-V with the def2-TZVPD basis set.

Output
E_tot (eV): -54919.0575
Charge: 0
Gap between HOMO and LUMO (eV): 8.12
SMILES: O=C(COc1nc2ccccc2nc1N1CCOCC1)Nc1cccc(S(=O)(=O)N2CCCCC2)c1
HOMO (eV): -7.84
Relative energy (zero: lowest compared OMol25 entry of this formula, charge and spin) (kcal/mol): 47.3

XYZ file:
```
65
Properties=species:S:1:pos:R:3:lowdin_charge:R:1
O 1.37 -1.71 -2.35 0.095
C 1.20 -0.52 -2.21 -0.470
C 2.30 0.48 -2.60 -0.068
O 3.54 0.10 -2.01 -0.019
C 3.45 -0.22 -0.70 -0.218
N 2.28 -0.10 -0.15 0.193
C 2.10 -0.47 1.15 -0.182
C 0.85 -0.36 1.76 -0.005
C 0.70 -0.77 3.07 -0.078
C 1.79 -1.29 3.78 -0.085
C 3.02 -1.41 3.19 -0.020
C 3.21 -1.00 1.86 -0.211
N 4.42 -1.09 1.28 0.178
C 4.59 -0.72 0.03 -0.179
N 5.82 -0.92 -0.52 -0.055
C 6.36 -0.18 -1.64 -0.115
C 7.22 0.98 -1.10 -0.183
O 8.26 0.50 -0.28 -0.132
C 7.74 -0.24 0.81 -0.180
C 6.89 -1.42 0.33 -0.124
N 0.03 0.07 -1.84 0.129
C -1.07 -0.55 -1.25 -0.220
C -1.27 -1.93 -1.26 0.009
C -2.37 -2.48 -0.62 -0.047
C -3.29 -1.67 0.04 -0.060
C -3.09 -0.30 0.03 -0.281
S -4.24 0.75 0.91 0.679
O -4.30 0.34 2.28 -0.277
O -3.89 2.12 0.64 -0.289
N -5.67 0.28 0.18 -0.243
C -5.84 0.81 -1.16 -0.198
C -6.37 2.24 -1.17 -0.181
C -7.65 2.32 -0.35 -0.199
C -7.39 1.81 1.06 -0.175
C -6.86 0.38 1.01 -0.202
C -2.00 0.27 -0.60 -0.017
H 2.48 0.45 -3.67 0.143
H 2.04 1.50 -2.28 0.130
H 0.02 0.05 1.21 0.097
H -0.26 -0.68 3.54 0.104
H 1.65 -1.61 4.80 0.101
H 3.87 -1.81 3.73 0.109
H 5.56 0.21 -2.27 0.113
H 6.99 -0.86 -2.22 0.134
H 7.71 1.51 -1.92 0.127
H 6.59 1.68 -0.54 0.130
H 8.61 -0.59 1.37 0.126
H 7.13 0.41 1.45 0.128
H 6.44 -1.94 1.17 0.113
H 7.50 -2.10 -0.27 0.131
H 0.05 1.07 -1.70 0.142
H -0.56 -2.56 -1.76 0.104
H -2.51 -3.55 -0.63 0.110
H -4.14 -2.08 0.55 0.116
H -4.86 0.75 -1.64 0.116
H -6.53 0.14 -1.69 0.131
H -5.61 2.89 -0.72 0.099
H -6.54 2.56 -2.20 0.113
H -8.01 3.35 -0.32 0.110
H -8.43 1.71 -0.82 0.112
H -6.64 2.44 1.55 0.116
H -8.31 1.84 1.66 0.113
H -6.58 0.03 2.00 0.111
H -7.61 -0.29 0.59 0.130
H -1.89 1.34 -0.56 0.119
```



Computed, not measured: a cluster of 2 separate species, C3H9NO2 in total at a distorted geometry, with ωB97M-V with the def2-TZVPD basis set.

Output
E_tot (eV): -8840.3753
Charge: 0
Gap between HOMO and LUMO (eV): 8.98
SMILES: CNC(C)=O.O
HOMO (eV): -9.14
Relative energy (zero: lowest compared OMol25 entry of this formula, charge and spin) (kcal/mol): 59.5

XYZ file:
```
15
Properties=species:S:1:pos:R:3:lowdin_charge:R:1
C 0.28 -1.38 -1.19 -0.047
N 0.32 -0.38 -0.02 0.012
C -0.65 -0.71 0.91 -0.565
C -0.84 0.43 1.89 -0.015
O -1.19 -1.81 1.07 0.003
H -0.36 -2.21 -1.01 0.053
H -0.14 -0.92 -2.12 0.088
H 1.26 -1.71 -1.36 0.051
H 0.57 0.57 -0.29 0.017
H -0.30 1.26 1.53 0.024
H -0.12 -0.06 2.76 0.148
H -1.83 0.79 2.29 0.096
O 0.69 1.88 -1.11 -0.131
H 1.65 1.95 -1.12 0.039
H 0.66 2.30 -2.22 0.229
```



Computed, not measured: a structure of composition C26H28AuBNO3P2 at a distorted geometry, with ωB97M-V with the def2-TZVPD basis set.

Output
E_tot (eV): -57987.8278
Multiplicity: 3
Charge: +1
Gap between HOMO and LUMO (spin up / spin down) (eV): 5.52 / 5.39
HOMO (spin up / spin down) (eV): -8.49 / -10.72

XYZ file:
```
62
Properties=species:S:1:pos:R:3:lowdin_spin:R:1
C 2.29 -0.32 -4.59 0.129
C 1.57 0.58 -3.81 0.160
C 0.14 0.62 -3.99 0.032
C -0.50 -0.65 -4.32 0.041
C 0.32 -1.71 -4.79 0.157
C 1.66 -1.47 -5.10 0.096
C -1.84 -0.78 -3.93 0.331
C -2.55 0.29 -3.38 0.042
C -1.80 1.52 -3.14 0.038
C -2.30 2.40 -2.12 0.144
C -3.67 2.42 -1.89 0.118
C -4.47 1.33 -2.28 0.091
C -3.87 0.21 -2.85 0.145
H 3.36 -0.16 -4.74 0.008
H -0.10 -2.72 -4.85 0.004
H 2.26 -2.20 -5.65 0.003
H -2.33 -1.76 -4.03 0.014
H -4.10 3.27 -1.36 0.007
H -5.54 1.35 -2.04 0.003
H -4.37 -0.76 -2.84 0.004
N -0.58 1.69 -3.65 0.347
Au 0.78 -0.02 0.85 0.002
C 2.23 1.37 -2.69 0.020
H 1.71 2.33 -2.52 0.005
H 3.28 1.55 -2.94 0.001
C -1.33 3.12 -1.20 0.018
H -0.45 3.45 -1.77 0.005
H -1.84 3.99 -0.75 0.001
P 2.26 0.44 -1.03 0.012
P -0.72 2.05 0.24 0.011
C -2.20 1.93 1.30 0.001
H -1.94 1.42 2.23 0.000
H -2.62 2.92 1.53 0.000
H -2.97 1.33 0.79 0.001
C 0.33 3.20 1.20 0.002
H -0.25 4.03 1.63 0.000
H 0.80 2.63 2.00 0.000
H 1.13 3.60 0.55 0.000
C 3.16 -1.10 -1.37 0.001
H 4.15 -0.91 -1.81 0.000
H 3.28 -1.66 -0.43 0.000
H 2.57 -1.72 -2.06 0.001
C 3.39 1.39 0.05 0.003
H 3.33 0.92 1.05 0.000
H 4.42 1.36 -0.32 0.000
H 3.03 2.42 0.14 0.000
C 1.15 -0.53 2.71 0.000
O 1.53 -0.67 3.78 0.000
H -0.46 -1.07 0.87 0.000
O -2.54 -1.56 1.42 0.000
B -1.43 -1.78 0.63 0.000
O -1.34 -3.09 0.18 0.000
C -2.26 -3.77 0.96 0.000
C -2.46 -5.13 1.18 0.000
C -3.26 -5.47 2.30 0.000
C -3.89 -4.50 3.10 0.000
C -3.76 -3.13 2.82 0.000
C -2.95 -2.83 1.75 0.000
H -2.02 -5.88 0.52 0.000
H -3.41 -6.52 2.54 0.000
H -4.52 -4.76 3.95 0.000
H -4.21 -2.30 3.37 0.000
```



Computed, not measured: a cluster of 2 separate species, C34H32BNO4 in total at a distorted geometry, with ωB97M-V with the def2-TZVPD basis set.

Output
E_tot (eV): -46126.6566
Charge: 0
Gap between HOMO and LUMO (eV): 5.02
HOMO (eV): -6.60
Relative energy (zero: lowest compared OMol25 entry of this formula, charge and spin) (kcal/mol): 180.0

XYZ file:
```
72
Properties=species:S:1:pos:R:3:lowdin_charge:R:1
C -4.29 -1.81 2.82 -0.008
C -2.84 -1.74 2.81 -0.308
C -1.93 -2.10 3.77 -0.025
C -0.64 -2.03 3.20 0.018
C -0.82 -1.70 1.85 -0.189
B -0.15 2.09 0.05 -0.341
C -0.20 2.12 1.63 -0.198
C -0.71 2.96 2.60 -0.033
C -0.06 2.64 3.84 -0.029
C 0.77 1.58 3.56 -0.366
C 1.76 0.91 4.39 -0.033
O 0.54 1.14 2.30 -0.025
C 0.06 -1.71 0.77 -0.198
C -0.16 -2.29 -0.50 0.046
C 0.99 -3.05 -0.82 0.004
C 1.86 -2.95 0.27 -0.318
C 3.14 -3.52 0.65 -0.004
O 1.34 -2.08 1.18 0.045
C -1.62 1.45 -0.20 -0.171
C -2.28 0.70 -1.18 -0.066
C -3.68 0.70 -0.89 -0.028
C -3.81 1.36 0.30 -0.347
C -5.02 1.66 1.03 -0.023
O -2.59 1.77 0.74 0.039
O -2.17 -1.42 1.65 0.091
H -4.64 -1.93 3.85 0.095
H -4.72 -0.91 2.39 0.058
H -4.65 -2.70 2.26 0.097
H -2.13 -2.41 4.79 0.112
H 0.32 -2.21 3.69 0.117
H -1.47 3.74 2.52 0.110
H -0.21 3.09 4.84 0.111
H 2.45 1.68 4.78 0.091
H 1.20 0.45 5.23 0.087
H 2.32 0.14 3.83 0.082
H -1.06 -2.16 -1.11 0.138
H 1.14 -3.61 -1.75 0.131
H 2.97 -4.15 1.54 0.104
H 3.57 -4.15 -0.14 0.098
H 3.85 -2.70 0.90 0.099
H -1.86 0.28 -2.09 0.101
H -4.47 0.26 -1.51 0.111
H -5.82 1.85 0.32 0.092
H -5.32 0.79 1.62 0.055
H -4.90 2.50 1.69 0.089
C 2.15 0.85 0.35 -0.034
C 0.76 0.58 -0.21 0.088
N 0.99 0.38 -1.64 0.076
C 0.40 1.08 -2.71 -0.127
C -0.42 2.20 -2.78 -0.036
C -0.78 2.76 -4.00 -0.056
C -0.23 2.32 -5.20 -0.076
C 0.67 1.26 -5.15 -0.023
C 0.98 0.65 -3.94 -0.112
C 2.04 -0.25 -3.64 -0.108
C 2.09 -0.38 -2.22 -0.110
C 3.23 -0.99 -1.68 -0.039
C 4.24 -1.51 -2.52 -0.067
C 4.16 -1.35 -3.92 -0.084
C 3.06 -0.72 -4.48 -0.011
H 2.17 1.77 0.91 0.097
H 2.52 0.03 0.96 0.081
H 2.86 1.03 -0.46 0.094
H 0.32 3.14 -0.29 0.136
H -0.85 2.67 -1.90 0.071
H -1.48 3.59 -3.99 0.109
H -0.48 2.82 -6.13 0.105
H 1.17 0.91 -6.05 0.105
H 3.35 -1.08 -0.61 0.079
H 5.11 -2.03 -2.08 0.110
H 4.96 -1.73 -4.55 0.103
H 2.96 -0.55 -5.56 0.114
```



Question: charge of number 2 (C3H9NO2)?
Answer: 0